Entry from the Open Molecules 2025 dataset: 12 unconnected molecules or ions with the total composition C59H60N12 in a non-equilibrium geometry (ωB97M-V/def2-TZVPD).

Last column: Mulliken charge in e.
Cartesian coordinates (Å):
C: 1.198258 3.995398 4.769685  -0.310
C: -0.129892 4.075101 4.232741  -0.424
C: -0.389919 5.422338 4.318958  -0.400
N: 0.719206 6.107125 4.824927  0.001
C: 1.645178 5.213355 5.206795  -0.575
H: 1.687981 3.035299 4.838861  0.367
H: -0.841313 3.291005 4.019448  0.396
H: -1.258248 5.997002 4.032282  0.381
H: 0.769499 7.112087 4.912239  0.201
H: 2.582872 5.573188 5.603855  0.363
C: 6.949218 -1.467020 -6.228415  -0.287
C: 6.713282 -0.106098 -6.205125  -0.251
C: 7.679891 0.826368 -6.339340  -0.272
N: 9.015318 0.468037 -6.529721  -0.528
C: 9.302100 -0.866057 -6.476836  -0.188
C: 8.280489 -1.841006 -6.358838  -0.266
H: 6.162275 -2.206343 -6.205692  0.388
H: 5.713503 0.300590 -6.243256  0.311
H: 7.497604 1.844679 -6.649517  0.395
H: 10.342439 -1.153482 -6.438425  0.369
H: 8.588789 -2.875454 -6.323145  0.330
C: -2.342215 -9.920853 0.616922  -0.232
C: -1.346004 -10.066153 1.585863  -0.355
C: -1.517812 -9.252294 2.717332  -0.156
N: -2.474562 -8.330892 2.848668  -0.553
C: -3.408027 -8.195755 1.883900  -0.159
C: -3.358428 -9.005654 0.737909  -0.329
H: -2.377842 -10.579872 -0.237963  0.353
H: -0.509192 -10.745580 1.518637  0.367
H: -0.712604 -9.233311 3.436843  0.344
H: -4.097035 -7.364266 1.900877  0.362
H: -4.095069 -8.807824 -0.026698  0.358
C: -8.772582 -5.221645 -3.880759  -0.210
C: -9.463531 -4.786590 -2.771194  -0.232
C: -8.858377 -4.155119 -1.709478  -0.132
N: -7.511108 -3.861797 -1.690746  -0.531
C: -6.752051 -4.310276 -2.784257  -0.305
C: -7.350280 -5.034001 -3.893035  -0.374
H: -9.338448 -5.582038 -4.727109  0.360
H: -10.541326 -4.852429 -2.791454  0.314
H: -9.505753 -3.878813 -0.890352  0.341
H: -5.675158 -4.326027 -2.703867  0.394
H: -6.814266 -5.262914 -4.802261  0.374
C: -7.572133 -1.878375 9.370638  -0.181
C: -6.450344 -1.770531 8.523375  -0.287
C: -6.369603 -2.404528 7.308393  -0.210
N: -7.462983 -3.153417 6.836871  -0.533
C: -8.628298 -3.142454 7.606573  -0.195
C: -8.691865 -2.579183 8.908904  -0.387
H: -7.518679 -1.392870 10.333875  0.368
H: -5.581146 -1.282771 8.939265  0.329
H: -5.439810 -2.401353 6.758949  0.377
H: -9.346061 -3.824868 7.175847  0.374
H: -9.543626 -2.785418 9.540077  0.345
C: 1.295549 9.071138 -2.713730  -0.217
C: 1.954716 8.565760 -3.845038  -0.397
C: 2.341353 7.221018 -3.863147  -0.122
N: 2.140468 6.350559 -2.865528  -0.547
C: 1.555347 6.907663 -1.735587  -0.171
C: 1.080909 8.172930 -1.642411  -0.339
H: 1.080814 10.116055 -2.545117  0.363
H: 2.246371 9.198322 -4.670376  0.338
H: 2.868943 6.749561 -4.679095  0.379
H: 1.517625 6.292163 -0.848943  0.377
H: 0.722189 8.592681 -0.714235  0.334
C: 8.972912 -0.205784 6.264802  -0.273
C: 9.264710 -0.266813 4.929693  -0.308
C: 10.602271 -0.098914 4.465732  -0.153
N: 11.624861 0.108974 5.287076  -0.520
C: 11.374238 0.141974 6.650880  -0.235
C: 10.050965 0.060218 7.132866  -0.271
H: 7.949946 -0.229394 6.610311  0.371
H: 8.414348 -0.301520 4.264810  0.323
H: 10.847001 0.040334 3.423088  0.380
H: 12.200484 0.435819 7.281266  0.357
H: 9.859684 0.209575 8.185254  0.330
C: -0.119732 -5.147639 -5.214477  -0.137
C: -0.659972 -4.331018 -6.193424  -0.441
C: -1.518838 -4.962425 -7.109651  -0.161
N: -1.723943 -6.323621 -7.151839  -0.531
C: -1.167644 -7.063864 -6.110492  -0.154
C: -0.279042 -6.535952 -5.178490  -0.436
H: 0.446094 -4.719865 -4.400081  0.366
H: -0.591169 -3.255807 -6.118781  0.355
H: -1.919283 -4.367204 -7.916972  0.381
H: -1.467593 -8.098227 -6.191283  0.392
H: 0.233940 -7.194132 -4.492880  0.365
C: 0.476271 -0.919536 0.055523  -0.294
C: 0.020241 -1.970650 0.966752  -0.351
C: 0.970231 -2.787532 1.562917  -0.175
N: 2.279023 -2.618521 1.352950  -0.553
C: 2.704112 -1.615749 0.576406  -0.123
C: 1.856076 -0.710468 -0.069621  -0.364
H: -0.233665 -0.259186 -0.420209  0.406
H: -1.031965 -2.141601 1.140138  0.360
H: 0.675671 -3.692889 2.072785  0.381
H: 3.765624 -1.449511 0.467052  0.353
H: 2.216541 0.052678 -0.743477  0.361
C: -6.306276 3.324460 1.916797  -0.237
C: -6.715560 2.379222 2.931228  -0.435
C: -7.227819 2.952492 4.118065  -0.159
N: -7.343431 4.274039 4.309222  -0.529
C: -7.026340 5.185726 3.304111  -0.210
C: -6.405048 4.727417 2.153943  -0.322
H: -5.810105 3.001455 1.013538  0.386
H: -6.567581 1.321278 2.772270  0.374
H: -7.591501 2.417418 4.982829  0.417
H: -7.119893 6.238168 3.527743  0.362
H: -6.106681 5.480992 1.440145  0.352
C: -6.844985 3.537187 -4.843690  -0.250
C: -6.312491 2.264593 -4.504214  -0.283
C: -4.972780 2.002096 -4.798969  -0.129
N: -4.183139 2.974072 -5.328947  -0.559
C: -4.628935 4.271456 -5.534207  -0.212
C: -6.024192 4.536539 -5.369526  -0.327
H: -7.887203 3.646151 -4.582339  0.351
H: -6.941456 1.512094 -4.051942  0.363
H: -4.669329 1.004659 -4.517144  0.339
H: -3.945729 5.005756 -5.934732  0.362
H: -6.393966 5.510404 -5.654589  0.345
C: 10.656609 4.096795 -1.181445  -0.266
C: 11.098445 5.305094 -0.613296  -0.285
C: 10.271476 5.920494 0.322399  -0.178
N: 9.006209 5.555978 0.487465  -0.555
C: 8.530773 4.426133 -0.044728  -0.144
C: 9.359329 3.649084 -0.878892  -0.372
H: 11.331142 3.593578 -1.858339  0.377
H: 12.064263 5.759055 -0.779220  0.346
H: 10.577915 6.826916 0.823295  0.346
H: 7.495197 4.143524 0.074170  0.365
H: 8.934086 2.779836 -1.358442  0.366

Forces on atoms 1 to 3 (eV/Å):
C -0.019 -1.969 0.351
C 0.924 1.818 1.111
C -0.075 1.009 -0.432

SMILES string	c1cc[nH]c1.c1ccncc1.c1ccncc1.c1ccncc1.c1ccncc1.c1ccncc1.c1ccncc1.c1ccncc1.c1ccncc1.c1ccncc1.c1ccncc1.c1ccncc1
2S+1	1
ΔE to the lowest compared entry with this formula, charge and spin	113.01	kcal per mole